42
Properties=species:S:1:pos:R:3:lowdin_charge:R:1 method="wB97M-V/def2-TZVPD" orbital_gap_ev=6.1 lumo_ev=0.11 total_energy_ha=-2015.5905 homo_energy_ev=-6.0
S -0.2886 1.9316 1.3739 0.908
S -2.2384 1.1698 -3.0937 0.919
S -2.2454 -1.4673 2.3182 0.844
Na -0.4968 -0.8371 -0.9374 0.365
O 1.9510 -0.9858 -1.0813 -0.364
O -1.6541 -2.1585 1.1194 -0.544
O -2.1228 0.1969 -1.8871 -0.602
O -0.9338 0.8934 0.4204 -0.593
C -3.8554 -2.2277 2.5235 -0.266
C 4.3199 -0.8012 -0.4967 -0.095
C 0.4712 3.3439 0.4176 -0.244
C 1.2983 1.2825 1.9116 -0.263
C -1.3035 -2.2977 3.6589 -0.222
C 3.3563 -2.9352 -1.1925 -0.116
C -0.7858 2.2731 -3.1233 -0.234
C -3.5574 2.3559 -2.5394 -0.230
C 3.2537 -1.4466 -1.4168 -0.621
H 0.8009 4.2213 0.9741 0.054
H 4.2943 -3.4098 -1.4808 0.059
H -4.0154 -3.0268 1.7997 0.061
H -0.2925 -2.3022 3.2516 0.051
H 2.5414 -3.4660 -1.6846 0.063
H 1.9662 0.8893 1.1452 0.053
H -0.3829 3.5839 -0.2156 0.017
H 4.5852 0.2112 -0.8014 0.054
H -3.5943 3.2005 -3.2275 0.048
H 0.0759 1.7484 -2.7106 0.062
H -1.0630 3.2727 -2.7887 0.049
H 1.7706 2.0412 2.5356 0.056
H -4.0152 -2.5878 3.5398 0.050
H -1.1081 -1.6911 4.5431 0.049
H 3.3119 -3.1946 -0.1347 0.068
H 4.0184 -0.7280 0.5482 0.060
H -0.5534 2.3082 -4.1877 0.042
H -1.8674 -3.2244 3.7653 0.048
H 1.1971 3.1704 -0.3768 0.060
H -4.6780 -1.6052 2.1714 0.047
H 1.1296 0.4017 2.5310 0.045
H -4.5516 1.9091 -2.5475 0.050
H 3.3737 -1.1938 -2.4703 0.106
H -3.2961 2.6319 -1.5178 0.053
H 5.1844 -1.4501 -0.6364 0.055

=====

46
Properties=species:S:1:pos:R:3:lowdin_charge:R:1 method="wB97M-V/def2-TZVPD" orbital_gap_ev=4.4 lumo_ev=-9.51 relative_energy_kj_mol=177.81 charge=+2 total_energy_ha=-1341.7244 homo_energy_ev=-13.9
Hg 9.3913 6.3201 -5.0610 1.407
Hg 9.6615 4.1619 -1.6350 1.416
O 8.4639 0.4148 -7.6122 -0.099
O 4.3933 3.5129 -8.3332 -0.088
O 10.6445 6.2298 -0.7718 0.012
O 8.0411 4.1614 -3.4228 -0.146
O 9.2030 1.7664 -1.4919 -0.156
O 7.2418 5.3731 -5.0555 -0.082
O 9.8570 6.3946 -2.7970 -0.211
O 9.5935 5.8849 -7.2634 -0.208
O 3.5918 -0.1448 -6.1690 -0.089
C 11.0737 8.3145 -1.8938 0.048
C 7.2940 4.2804 -4.4309 -0.649
C 8.6616 1.1059 -6.3630 -0.141
C 4.9001 0.2085 -6.3155 -0.198
C 8.5356 5.0956 -7.9437 -0.040
C 6.2187 3.2366 -4.7926 0.013
C 7.9709 1.2764 -1.9278 -0.132
C 4.1463 4.2740 -7.1893 -0.178
C 10.4755 6.9058 -1.8132 -0.648
H 10.1374 6.3068 -7.9326 0.114
H 11.0880 8.7849 -0.9106 0.107
H 3.9873 3.5997 -6.3478 0.062
H 7.2738 2.0921 -1.7360 0.088
H 6.3880 2.1816 -4.5774 0.045
H 9.2986 0.4445 -8.0854 0.080
H 9.0015 4.4922 -8.7227 0.108
H 5.2488 3.0951 -8.2104 0.056
H 9.7848 1.0133 -1.6182 0.118
H 8.9481 2.1220 -6.6342 0.055
H 5.2086 3.4375 -4.4356 0.112
H 6.2545 3.1766 -5.8804 0.057
H 3.2729 4.9260 -7.2020 0.096
H 4.9992 4.9152 -6.9669 0.061
H 9.5029 0.7308 -5.7802 0.082
H 5.0557 1.0651 -6.9713 0.076
H 12.0983 8.3420 -2.2645 0.108
H 3.4665 -0.9616 -5.6805 0.096
H 10.3778 8.8372 -2.5500 0.089
H 7.8538 1.0036 -2.9766 0.084
H 7.7375 5.6922 -8.3856 0.109
H 5.3087 0.3226 -5.3114 0.061
H 7.7104 1.1499 -5.8328 0.045
H 7.6900 0.3882 -1.3618 0.113
H 8.0692 4.4105 -7.2357 0.055
H 5.3468 -0.7181 -6.6759 0.094

=====

62
Properties=species:S:1:pos:R:3:lowdin_charge:R:1 method="wB97M-V/def2-TZVPD" orbital_gap_ev=2.1 lumo_ev=-0.73 relative_energy_kj_mol=47.06 charge=-2 total_energy_ha=-2834.4863 homo_energy_ev=-2.8
In 0.9098 -1.3402 3.7373 1.060
P 3.6846 -2.6495 1.7929 -0.044
P 0.0793 -1.0512 -0.4920 0.069
O -0.1549 -2.9663 -3.8357 -0.080
O -2.5378 -3.4729 0.3387 -0.156
O -1.9157 -0.8359 2.5663 -0.128
O 1.7412 5.0180 5.3774 0.021
O 4.9230 -3.4522 2.2074 -0.223
O 0.9900 1.3991 2.6375 -0.094
O -2.4628 -1.5294 -2.8081 -0.157
O 3.7452 -2.5848 0.2092 -0.397
O 0.7071 -2.1615 -1.3208 -0.442
O 2.0520 6.7002 2.9366 0.002
O 0.7456 0.2356 -1.0873 -0.484
O -3.6447 0.0157 0.2959 -0.096
O 2.2956 -3.2824 2.0402 -0.395
O -1.4787 -1.1421 -0.4707 -0.353
O -0.1868 2.0346 -2.7879 -0.155
O -1.4943 1.9467 0.1257 -0.048
O 0.6763 -1.0245 0.9316 -0.495
O -0.0187 -4.3459 -0.1997 -0.077
O 3.5468 -1.2819 2.4361 -0.275
O 1.1096 2.9757 0.4284 -0.038
O 3.5528 -1.2069 -1.9229 -0.130
C 1.7633 5.4697 2.9243 -0.378
C 1.6074 4.9060 1.6916 0.065
C 1.3308 3.4693 1.5367 -0.307
C -2.2197 -0.3676 -3.5377 -0.183
C -3.9542 -3.3837 0.4136 -0.141
C 1.4228 3.2478 4.0500 0.072
C 1.5945 4.6218 4.1798 -0.325
C 0.3220 3.3448 -2.8375 -0.167
C 1.2644 2.5935 2.8129 -0.334
Li 1.4915 0.8901 0.5349 0.655
Li 1.5559 -0.8469 -2.4295 0.710
Li 1.8737 -2.5946 0.3015 0.592
H 0.0111 -3.5614 -0.7579 -0.049
H -4.3395 -2.7183 -0.3604 0.079
H 1.8306 5.3884 0.7519 0.119
H -0.1270 3.8990 -2.0104 0.073
H -0.6992 2.4857 0.0578 -0.002
H -2.8480 -0.2452 -4.4209 0.075
H 1.4145 3.2923 -2.7962 0.078
H -2.2994 0.5214 -2.9041 0.076
H -4.2140 -2.8509 1.3367 0.068
H 0.1161 3.8326 -3.7928 0.067
H -1.6024 -0.8466 1.6580 -0.023
H 4.4577 -1.2391 -2.2354 0.039
H -1.2672 1.1248 -0.3222 -0.006
H -2.7949 -0.4466 2.5133 0.035
H -2.9251 -0.5845 -0.0264 -0.021
H 3.5422 -1.8097 -1.1419 -0.041
H -1.1669 -0.3586 -3.8504 0.064
H -4.4466 -4.3446 0.5450 0.071
H -1.9948 -1.3922 -1.9422 0.012
H -0.9429 -4.4134 0.0717 0.005
H -3.2012 0.8546 0.4683 0.003
H 1.2707 2.6671 4.9492 0.126
H 0.3023 1.5444 -2.1067 -0.002
H -2.1011 -2.6025 0.2552 0.030
H 0.1781 -2.8853 -2.9341 -0.023
H -1.0701 -2.6600 -3.7819 0.004

=====

45
Properties=species:S:1:pos:R:3:lowdin_charge:R:1 method="wB97M-V/def2-TZVPD" orbital_gap_ev="4.6 / 4.6" lumo_ev="-0.70 / -0.70" relative_energy_kj_mol=65.53 total_energy_ha=-1194.5665 homo_energy_ev="-5.3 / -5.3"
Mg -0.4093 0.2422 0.1344 0.647
O -0.9280 -1.6602 0.8642 -0.039
O -2.1685 -0.0080 -2.5891 -0.057
O -1.3870 0.9169 2.0081 -0.309
O 1.0101 0.1450 2.0489 -0.271
O 2.5431 -1.7309 -0.6482 -0.055
O -0.1528 3.3890 0.8846 -0.234
O -1.4447 1.7794 -0.5133 -0.175
N -1.0127 -0.4741 -1.9110 0.007
N 1.2193 -1.3182 -0.9290 0.019
C 0.7344 1.1670 3.0328 -0.185
C 0.8926 -1.8036 -2.1237 -0.265
C 1.6342 -1.0129 2.6294 -0.081
C -0.5885 1.7930 2.7492 -0.272
C -2.7962 0.8128 2.2585 -0.059
C 1.4590 1.8201 -0.5414 -0.149
C -0.7957 -1.6518 -4.0547 -0.009
C -0.3353 -1.3003 -2.6953 -0.253
C 1.8090 -2.7184 -2.8433 -0.020
H -3.2685 0.5656 1.3029 0.080
H 1.2642 -3.3346 -3.5684 0.083
H 1.5332 1.9178 2.9948 0.131
H -0.3364 2.7925 1.8273 -0.015
H -2.9689 -0.0065 2.9765 0.090
H -0.9820 2.5881 -0.0319 0.024
H -1.6414 -1.0134 -4.3181 0.080
H 1.3967 1.5757 -1.6184 -0.065
H 2.5604 -2.1417 -3.4045 0.110
H -0.3729 4.3197 1.0406 0.043
H -1.1098 -2.7014 -4.1050 0.102
H 0.9026 -1.5724 3.2357 0.097
H -0.2791 -2.2490 0.4214 0.076
H -2.6930 0.4535 -1.9035 0.102
H -1.8063 -2.0626 0.7425 0.102
H 2.3138 1.3198 -0.0641 -0.063
H 1.4373 2.8814 -0.3411 -0.049
H 2.4777 -0.7077 3.2711 0.099
H 2.8606 -1.1232 0.0418 0.095
H 0.0181 -1.5122 -4.7729 0.099
H -3.1970 1.7594 2.6535 0.098
H 1.9993 -1.6466 1.8160 0.066
H -1.3059 1.9493 -1.4703 0.074
H 0.6873 0.7340 4.0393 0.111
H -1.1116 2.1997 3.6154 0.104
H 2.3386 -3.3724 -2.1415 0.088